[1]
Here is a structure of composition C6H3BrNO2PtSe4 in a non-equilibrium geometry from OMol25. Energies are from ωB97M-V/def2-TZVPD.

Its total charge is +1. Its HOMO-LUMO gap (spin up / spin down) is 6.59 / 5.92 eV. The expectation value of S² is 6.043. As for the spin multiplicity: 5.

```
18
Properties=species:S:1:pos:R:3:forces:R:3:lowdin_charge:R:1
Pt -0.10437 0.96378 -1.63804 0.5 -0.1 1.5 0.586
Se 1.00638 0.50456 -3.83622 0.1 0.4 -0.1 0.200
Se -0.54275 1.30668 -5.17347 -0.8 0.7 0.4 0.185
Se -2.03636 3.10527 -3.85014 0.4 -0.4 -1.0 0.167
Se -1.89370 2.77255 -1.68794 0.7 -0.7 0.2 0.281
Br -1.76264 -1.76924 -1.36752 0.0 -0.2 0.2 0.814
C -0.74198 -1.41732 0.18753 -0.1 0.1 -0.1 -0.708
C -0.61605 -2.28295 1.25018 -0.1 -0.1 0.0 -0.059
C 0.18563 -1.87978 2.31641 0.1 0.1 0.0 0.002
C 0.83363 -0.65302 2.28221 -0.1 -0.1 -0.1 0.041
C 0.65168 0.14478 1.16828 0.5 0.7 0.2 -0.159
N -0.12610 -0.23948 0.16757 -0.6 0.1 -0.7 -0.105
C 1.34924 1.51976 0.97349 -0.4 -1.3 0.8 -0.587
O 2.02372 1.93256 1.88299 0.0 0.2 -0.3 0.123
O 1.11575 2.05906 -0.17020 -0.1 0.5 -1.1 -0.165
H -1.12004 -3.23806 1.24616 0.0 0.0 0.0 0.120
H 0.30725 -2.53301 3.17006 0.0 0.0 0.0 0.128
H 1.47074 -0.29614 3.07865 0.0 0.0 0.0 0.136
```
Positions in Å, forces in eV/Å.



[2]
Here is a structure of composition C31H43AsIrN3O3SSi3 in a non-equilibrium geometry from OMol25. Energies are from ωB97M-V/def2-TZVPD.

Its total charge is 0. The energy relative to the best compared isomer or geometry (same formula, charge and spin) is 17.92 kcal/mol. Its HOMO-LUMO gap is 7.05 eV.

```
86
Properties=species:S:1:pos:R:3:forces:R:3:lowdin_charge:R:1
Ir -0.33868 0.39068 -0.16456 -0.7 -1.3 0.8 0.861
O -0.78946 -0.78672 1.71609 -0.5 0.2 -0.2 -0.162
C 0.38125 -1.43099 2.27775 0.2 -0.1 0.2 -0.315
C 1.57424 -1.18809 1.33880 0.0 0.0 -0.1 -0.559
O 2.67747 -1.58232 1.62895 0.0 -0.1 -0.1 0.114
O 1.29534 -0.63265 0.18140 1.3 0.3 0.3 -0.294
C 0.60638 -0.87696 3.68098 -0.1 0.0 0.0 -0.171
C -0.43479 -1.04379 4.59503 0.0 -0.1 0.0 -0.024
C -0.34243 -0.52653 5.87647 0.0 0.0 0.0 -0.068
C 0.80028 0.16242 6.26205 0.0 0.0 0.0 -0.081
C 1.83990 0.32498 5.35971 0.0 0.0 0.0 -0.063
C 1.74746 -0.18964 4.07279 0.0 0.0 0.0 -0.024
C 0.12947 -2.93796 2.30062 -0.1 0.0 0.0 -0.144
C -0.91383 -3.49272 1.57128 0.0 0.0 0.0 -0.011
C -1.14419 -4.86298 1.61609 0.0 0.0 0.0 -0.070
C -0.33122 -5.68103 2.38392 0.0 0.0 0.0 -0.087
C 0.72373 -5.12738 3.10027 0.0 0.0 0.0 -0.068
C 0.95603 -3.76314 3.05782 0.0 0.1 0.0 -0.015
H -1.06298 -0.09789 2.34246 0.1 0.0 0.0 0.081
H -1.31916 -1.59938 4.29987 0.0 0.0 0.0 0.130
H -1.15622 -0.66834 6.57580 0.0 0.0 0.0 0.105
H 0.88088 0.56465 7.26384 0.0 0.0 0.0 0.103
H 2.73361 0.85913 5.65579 0.0 0.0 0.0 0.106
H 2.57020 -0.06219 3.38490 0.0 0.0 0.0 0.113
H -1.55302 -2.85796 0.97223 0.0 0.0 0.0 0.105
H -1.96495 -5.28748 1.05217 0.0 0.0 0.0 0.106
H -0.51623 -6.74684 2.42448 0.0 0.0 0.0 0.101
H 1.36391 -5.76183 3.70016 0.0 0.0 0.0 0.104
H 1.78547 -3.32914 3.60159 0.0 0.0 0.0 0.125
N -2.21675 -0.06221 -0.77552 -0.2 0.1 -0.5 -0.050
C -2.74470 -0.99858 -1.27355 0.1 0.5 -0.2 -0.373
N -3.36877 -1.98431 -1.71137 -0.2 -0.6 0.3 0.100
C -3.55821 -2.39074 -2.95405 0.1 0.4 0.0 -0.383
N -3.77257 -2.79122 -4.01671 0.1 0.0 0.0 0.107
C 3.34694 -0.97133 -2.22795 0.1 0.0 0.1 -0.193
Si 1.88102 -0.49130 -3.25702 -0.1 -0.1 0.1 0.324
C 2.40997 0.14974 -4.92152 0.0 0.1 -0.1 -0.199
C 0.65465 -1.87762 -3.44017 -0.1 -0.1 0.1 -0.204
As 0.70518 1.26933 -2.15363 -0.4 0.3 -0.1 0.806
Si -0.97265 2.17071 -3.58629 0.0 0.1 0.0 0.311
C -1.76122 3.54394 -2.61074 0.0 0.1 0.1 -0.203
C -0.22460 2.85106 -5.15440 0.1 0.0 -0.1 -0.205
C -2.21813 0.85453 -3.99359 0.0 -0.2 0.0 -0.206
Si 2.29976 2.97217 -1.69142 0.1 -0.1 0.2 0.310
C 3.44029 2.29049 -0.38829 0.1 -0.2 0.1 -0.212
C 3.26563 3.35118 -3.24550 0.0 -0.1 -0.2 -0.209
C 1.40780 4.50930 -1.15283 -0.2 0.1 0.0 -0.201
H 3.64276 -1.99884 -2.45665 0.0 0.0 -0.1 0.043
H 3.10768 -0.92405 -1.16611 0.0 0.0 0.0 0.008
H 4.20158 -0.31856 -2.42328 0.0 0.0 0.0 0.031
H 2.91988 -0.64995 -5.46660 0.0 0.0 0.0 0.043
H 3.09887 0.99145 -4.83517 0.0 0.0 0.0 0.015
H 1.55649 0.47386 -5.51958 0.0 -0.1 0.0 0.015
H 1.16196 -2.80616 -3.71309 0.0 0.0 0.0 0.042
H -0.08874 -1.66144 -4.20983 0.0 0.0 0.0 0.024
H 0.12660 -2.05298 -2.49865 0.0 -0.1 0.0 0.021
H -1.23377 4.49012 -2.75011 0.0 0.0 0.0 0.031
H -1.75562 3.31612 -1.54423 -0.1 0.0 0.0 -0.002
H -2.80155 3.68238 -2.91662 0.0 0.0 0.0 0.044
H 0.66677 3.45070 -4.96269 -0.1 0.0 0.0 0.011
H -0.96097 3.49360 -5.64571 0.0 0.0 0.0 0.041
H 0.04535 2.05731 -5.85361 0.0 0.1 0.0 0.021
H -2.89188 0.69942 -3.15204 0.0 0.0 -0.1 0.012
H -1.75682 -0.10616 -4.23172 -0.1 0.0 0.0 0.015
H -2.81288 1.16227 -4.85755 0.0 0.0 0.0 0.047
H 4.24509 1.70601 -0.84053 0.0 0.0 0.0 0.029
H 2.90423 1.64071 0.30289 0.0 0.0 0.0 -0.019
H 3.88694 3.10241 0.19147 0.0 0.0 0.0 0.040
H 4.05454 2.61544 -3.41646 0.0 0.0 0.0 0.027
H 3.73670 4.33219 -3.13656 0.0 0.0 0.0 0.041
H 2.63561 3.38043 -4.13592 0.0 0.1 0.0 0.007
H 0.53375 4.28750 -0.54256 0.0 0.0 0.0 -0.003
H 1.08106 5.09517 -2.01576 0.0 0.0 0.0 0.034
H 2.08250 5.13061 -0.55709 0.0 0.0 0.0 0.045
S 0.36819 1.88069 1.42318 0.3 0.4 -0.3 0.704
C -0.82986 3.18731 1.40108 -0.1 -0.1 0.0 -0.621
C -0.41725 4.44450 1.84126 0.0 0.0 0.0 -0.144
C -1.32339 5.49189 1.91531 0.0 0.0 0.0 -0.083
C -2.64706 5.30248 1.54341 0.0 0.0 0.0 -0.090
C -3.06011 4.05454 1.09957 0.0 0.0 0.0 -0.085
C -2.16118 2.99904 1.03258 0.0 0.0 0.1 -0.143
H 0.61820 4.59115 2.12554 0.0 0.0 0.0 0.103
H -0.99085 6.46292 2.26065 0.0 0.0 0.0 0.104
H -3.35428 6.11935 1.60886 0.0 0.0 0.0 0.101
H -4.09280 3.89447 0.81558 0.0 0.0 0.0 0.107
H -2.49577 2.02393 0.70281 -0.1 0.0 0.0 0.063
```
Positions in Å, forces in eV/Å.



| no. | calculated total energy (hartree) |
| --- | --- |
| 1 | -12734.43438 |
| 2 | -5203.95431 |